118
Properties=species:S:1:pos:R:3:forces:R:3:mulliken_charge:R:1 method="wB97M-V/def2-TZVPD" orbital_gap_ha=0.148 total_charge=+2 relative_energy_kj_mol=496.2 max_force_ev_per_a=5.5
Sc -3.9259 -1.2898 0.0980 4.12 1.39 -3.44 0.8500
Br -5.9869 1.0264 -3.5734 0.65 0.15 0.39 -0.1201
C -5.1700 1.7650 -2.0286 0.14 -0.26 1.41 -0.2267
C -5.6075 3.0155 -1.5829 -0.83 1.69 1.21 -0.2600
C -5.3446 3.5319 -0.2788 1.16 -1.29 -1.22 -0.3780
Br -5.9076 5.3007 0.1166 0.11 -0.69 0.10 -0.1198
C -4.5064 2.7344 0.6523 -2.38 0.92 -4.53 0.9630
C -4.4472 2.9685 1.9853 0.41 -0.51 2.26 -0.5420
C -3.7354 2.0937 2.7774 0.62 0.18 -0.47 -0.7928
C -3.0689 1.0358 2.1722 -0.17 -0.88 -0.22 -0.5414
N -3.3332 0.6554 0.9213 0.58 0.31 -0.43 -0.0542
C -4.0044 1.5311 0.0768 0.11 -0.45 2.34 0.6136
C -4.3108 1.0206 -1.1901 -1.11 1.42 -2.54 0.3288
O -3.7974 -0.1117 -1.6173 -0.03 -2.12 1.88 -0.6122
H -6.2690 3.6045 -2.2651 0.71 -0.48 0.77 0.3808
H -5.0117 3.7602 2.4356 -0.09 0.48 0.00 0.4136
H -3.6205 2.1552 3.8339 -0.04 0.52 0.59 0.5549
H -2.3536 0.4237 2.7297 -0.39 -0.08 0.03 0.5756
N -6.3443 -1.4975 3.6358 -1.88 -0.24 -1.28 -0.5151
N -6.5131 -1.6744 2.2483 0.61 -0.09 -2.03 0.8088
N -7.6673 -2.0140 1.5802 1.97 0.46 0.39 -0.7056
C -7.3181 -1.9772 0.2673 2.67 0.72 3.11 -0.1435
N -5.9877 -1.5938 0.1554 -2.93 -1.15 0.77 -0.3233
N -5.5211 -1.4326 1.3946 -3.19 -0.51 1.94 0.2571
H -7.1312 -1.9906 4.0831 0.68 0.31 -0.02 0.3290
H -5.4133 -1.6808 4.0104 -0.17 -0.29 -0.59 0.2942
H -7.9509 -2.3625 -0.4874 -0.46 0.18 -0.79 0.4618
C -2.1840 -5.4943 -1.1042 1.23 -0.05 0.23 -0.8567
N -2.4393 -4.5141 -2.1455 -0.04 2.32 -0.54 -0.1045
C -2.6441 -3.1809 -1.9970 1.10 -0.74 -0.31 0.4902
N -2.6089 -2.3315 -3.0311 -0.94 0.72 0.07 -0.0955
O -2.7589 -2.6542 -0.8345 -0.92 -0.16 1.19 -0.6475
H -1.4347 -6.2523 -1.4942 -0.92 1.03 0.63 0.3162
H -3.1185 -5.9640 -0.9165 -0.60 -0.81 0.48 0.3196
H -1.8166 -5.0097 -0.1632 -0.17 -0.41 -1.02 0.2877
H -2.2594 -4.7580 -3.1015 0.11 -0.42 -0.13 0.2197
H -2.7523 -2.6212 -3.9953 0.25 0.01 0.43 0.2912
H -2.8662 -1.3440 -2.7815 0.41 -1.22 -0.53 0.2190
C 5.4985 -2.3225 2.7839 0.63 -2.52 -0.88 -1.1884
C 4.6828 -2.8053 3.9583 -1.53 1.51 0.68 -0.3723
C 3.1237 -2.7517 3.6887 0.75 -0.71 0.72 -0.4719
C 2.4475 -1.4641 3.2130 0.14 -0.42 -1.44 -1.1697
N 2.2210 -0.3983 4.1464 -0.07 1.82 2.33 0.4760
C 1.0650 -0.1695 4.9105 1.57 -0.26 -0.25 -0.2497
Se -0.2976 -1.3610 5.0690 -0.84 -0.19 -0.36 -0.3161
N 1.2223 0.9585 5.6734 0.65 -0.27 -1.33 0.5194
C 0.1090 1.5302 6.4436 -1.03 0.85 -0.88 -0.7539
C 0.0178 0.9923 7.8305 -0.46 0.33 2.31 -0.4245
C 0.7650 1.8898 8.8828 -0.71 -0.60 0.13 -0.5228
C 0.1962 3.3406 9.0316 0.33 -1.34 -0.77 -1.1702
C 2.5413 1.4708 5.4476 -0.28 -0.77 -1.19 0.3576
C 3.2248 2.6222 5.8414 -1.49 -0.05 1.36 -0.4853
C 4.4831 2.8644 5.3899 1.04 -0.51 -1.54 -0.8188
C 4.9862 2.0799 4.3320 1.08 0.23 0.21 -0.6332
C 4.3528 0.9312 3.9168 0.38 -1.27 -0.52 -0.0795
C 3.1473 0.5924 4.5054 -1.22 0.93 0.42 0.6022
H 5.4149 -1.3072 2.4643 -0.32 0.58 0.07 0.4291
H 5.2211 -2.9695 1.9167 0.48 0.53 0.25 0.3099
H 6.5577 -2.5109 3.0238 -0.27 0.14 -0.34 0.3076
H 4.9261 -2.0978 4.7454 -0.09 -0.14 0.70 0.3042
H 4.9496 -3.8192 4.3113 -0.06 0.54 -0.41 0.3663
H 2.5214 -3.0934 4.5667 0.68 0.00 -0.55 0.2233
H 3.0313 -3.5030 2.8878 -0.61 0.27 0.11 0.3823
H 1.4330 -1.7236 2.9608 -0.37 -0.46 -0.42 0.3235
H 2.9126 -1.0982 2.2552 -0.27 0.10 1.06 0.4513
H -0.9143 1.4050 5.9379 1.86 -0.24 0.11 -0.0816
H 0.2443 2.6315 6.4923 0.20 -0.62 -0.18 0.4193
H 0.3832 -0.0373 7.9557 -0.04 0.28 -0.48 0.3195
H -1.0580 0.9454 8.1570 0.84 0.11 -0.39 0.3757
H 1.8351 1.8639 8.6819 0.14 0.24 -0.13 0.3402
H 0.6498 1.3202 9.8317 0.06 0.68 -0.32 0.3535
H 0.3501 3.9782 8.1550 0.49 -0.07 0.12 0.3006
H 0.5998 3.8129 9.9163 -0.08 0.22 0.11 0.3738
H -0.8786 3.2531 9.0647 -0.50 0.07 0.55 0.3319
H 2.7818 3.3307 6.5309 -0.10 -0.20 0.21 0.3529
H 5.1336 3.6227 5.8014 -0.38 0.35 -0.09 0.4298
H 5.9305 2.3713 3.8449 -0.43 -0.29 0.48 0.3669
H 4.8056 0.1877 3.2242 -0.37 1.19 0.38 -0.2331
C 4.6268 -1.9975 -6.9103 -1.15 0.31 0.02 -1.2802
C 3.7926 -2.5129 -5.7563 0.15 0.58 1.38 -0.4092
C 2.3904 -3.0735 -5.9541 -0.05 -1.09 -1.11 -0.5925
C 1.2265 -2.6723 -5.0240 0.01 0.24 -2.43 -1.0874
N 0.8477 -1.2824 -5.1595 -0.75 1.81 1.65 0.9079
C 0.7802 -0.4926 -4.0289 0.66 0.74 -0.62 -0.3472
Se 1.1547 -0.8611 -2.2398 -0.38 -0.46 -0.57 -0.3030
N 0.4858 0.7742 -4.4551 0.70 0.76 1.06 0.5130
C 0.4621 1.9529 -3.5636 -0.41 1.10 -0.67 -1.1915
C 1.8645 2.4949 -3.1142 -1.29 -0.73 -0.10 -0.6863
C 2.7603 3.0659 -4.1787 -0.05 -0.05 -0.29 -0.2578
C 2.2538 4.4405 -4.6476 0.22 0.37 0.58 -1.2217
C 0.3494 0.8191 -5.8262 -1.63 -0.48 -0.51 0.7233
C -0.1430 1.7836 -6.7106 -0.31 -0.96 0.05 -0.7495
C -0.5103 1.3471 -7.9901 0.82 0.15 -0.57 -0.6320
C -0.3482 0.0024 -8.4552 -0.09 1.86 1.93 -0.8767
C 0.1068 -0.9146 -7.5294 -0.61 -2.23 -1.00 -0.6052
C 0.3801 -0.4979 -6.2536 2.01 -1.27 0.71 0.3788
H 5.4592 -1.5021 -6.4351 0.50 0.19 -0.30 0.3632
H 4.0673 -1.2722 -7.5224 0.33 -0.28 -0.02 0.3280
H 4.9657 -2.8481 -7.4868 0.18 0.09 -0.47 0.3465
H 3.6753 -1.7555 -5.0023 0.20 0.91 0.34 0.2602
H 4.4773 -3.2087 -5.2658 -0.50 -0.47 0.19 0.3833
H 2.5579 -4.1383 -5.8257 -0.67 -0.43 -0.14 0.4353
H 2.1002 -2.9354 -7.0067 -0.07 -0.04 0.25 0.3152
H 1.4966 -2.8083 -4.0221 0.29 -0.20 1.54 0.4301
H 0.3024 -3.2160 -5.2354 0.31 -0.65 -0.11 0.2778
H -0.0688 1.6624 -2.6664 -0.10 -0.23 0.17 0.2979
H -0.2230 2.7352 -4.0664 1.34 -1.06 0.60 0.4190
H 2.3567 1.7079 -2.5577 0.10 -0.45 -0.15 0.3017
H 1.6615 3.2239 -2.3464 -0.20 0.62 0.23 0.4916
H 2.8508 2.3150 -4.9912 -0.03 0.57 0.14 0.2012
H 3.7521 3.1318 -3.7146 -0.05 0.24 -0.37 0.3825
H 1.1792 4.4610 -4.8487 0.06 -0.25 -0.15 0.2647
H 2.7677 4.8261 -5.5185 0.12 -0.09 -0.28 0.3568
H 2.3996 5.2083 -3.8589 0.02 -0.52 -0.24 0.3490
H -0.3701 2.7585 -6.3220 0.13 0.48 -0.35 0.3805
H -0.8192 2.1159 -8.7015 -0.19 -0.33 0.21 0.3737
H -0.6590 -0.2474 -9.4377 -0.06 -0.30 -0.66 0.4809
H 0.1040 -2.0256 -7.7474 0.24 1.49 0.11 0.2969